No. 1
Here is a molecular structure, C15H24CsN3O9 from the OMol25 dataset. Energies are from wB97M-V/def2-TZVPD.

Its energy relative to the best compared isomer or geometry (same formula, charge and spin) is 0.714 eV. The calculation puts the gap between HOMO and LUMO at 7.0 eV. For the HOMO energy, the calculation gives -7.30 eV.

ORCA input file:
```
! RIJCOSX wB97M-V def2-TZVPD def2/J DEFGRID3
* xyz 0 1
Cs 0.19 -0.31 0.13
C -3.55 1.18 0.00
O -3.03 0.04 0.66
C -3.14 0.11 2.07
C -2.17 1.03 2.79
O -0.91 0.40 2.96
C 0.06 1.19 3.62
C 0.80 2.21 2.77
O 1.81 1.59 2.01
C 2.45 2.50 1.13
H -4.58 1.38 0.31
H -3.54 0.96 -1.07
H -2.94 2.07 0.17
H -3.01 -0.91 2.44
H -4.16 0.44 2.33
H -2.60 1.24 3.78
H -2.08 1.98 2.26
H 0.79 0.49 4.03
H -0.41 1.71 4.46
H 1.24 2.94 3.46
H 0.10 2.76 2.12
H 3.07 3.22 1.68
H 1.72 3.04 0.52
H 3.09 1.90 0.47
O 2.81 -0.78 -1.11
C 3.47 -1.76 -0.80
C 3.05 -3.12 -0.51
C 4.12 -4.00 -0.29
C 3.94 -5.34 -0.11
C 2.63 -5.89 -0.17
C 1.57 -5.07 -0.38
C 1.69 -3.63 -0.52
O 0.65 -2.94 -0.63
N 5.07 -6.20 0.13
O 6.18 -5.70 0.18
O 4.86 -7.40 0.27
H 4.57 -1.65 -0.74
H 5.13 -3.62 -0.26
H 2.51 -6.96 -0.05
H 0.56 -5.47 -0.43
C 0.06 4.74 -3.61
O -0.09 4.26 -2.27
C -0.24 2.95 -2.01
O -0.51 2.59 -0.90
N -0.09 2.12 -3.10
N -0.14 0.74 -2.87
H -0.01 5.82 -3.54
H -0.74 4.37 -4.25
H 1.03 4.48 -4.02
H 0.43 2.45 -3.89
H 0.79 0.33 -2.87
H -0.68 0.31 -3.61
*
```


No. 2
Here is a molecular structure, C5H9AgO3 from the OMol25 dataset. Energies are from wB97M-V/def2-TZVPD.

Its energy relative to the best compared isomer or geometry (same formula, charge and spin) is 7.300 eV. The calculation puts the gap between HOMO and LUMO (alpha / beta) at 7.1 / 8.4 eV. For the HOMO energy (alpha / beta), the calculation gives -12.79 / -14.10 eV.

ORCA input file:
```
! RIJCOSX wB97M-V def2-TZVPD def2/J DEFGRID3
* xyz 1 2
O -1.49 1.35 0.08
C -1.68 0.30 -0.72
C -2.14 -0.88 0.17
H -0.53 0.74 -1.85
H -3.15 -0.78 0.60
H -2.28 -1.71 -0.55
O 1.56 1.07 -0.22
C 1.41 -0.05 -0.85
C 1.17 -1.17 0.16
O 0.19 -0.72 1.09
C -1.10 -1.34 1.19
Ag 0.13 1.36 1.17
H 1.34 -0.58 -1.82
H 2.09 -1.53 0.64
H 0.76 -2.03 -0.40
H -1.46 -1.10 2.20
H -0.96 -2.43 1.14
H -1.29 -0.40 -1.49
*
```


No. 3
Here is 2 unconnected molecules or ions with the total composition H4NOPS2 from the OMol25 dataset. Energies are from wB97M-V/def2-TZVPD.

Its energy relative to the best compared isomer or geometry (same formula, charge and spin) is 1.824 eV. The calculation puts the gap between HOMO and LUMO at 9.4 eV. For the HOMO energy, the calculation gives -9.75 eV.

ORCA input file:
```
! RIJCOSX wB97M-V def2-TZVPD def2/J DEFGRID3
* xyz 0 1
N -0.93 0.91 2.09
O -1.84 0.78 -0.16
P -0.99 -0.08 0.88
S -0.76 -1.95 0.55
S 1.99 -0.15 -2.16
H -0.43 0.51 2.91
H -2.13 1.61 0.21
H 1.66 -1.43 -1.96
H 3.42 -0.19 -2.35
*
```


No. 4
Here is 2 unconnected molecules or ions with the total composition C6H12O4 from the OMol25 dataset. Energies are from wB97M-V/def2-TZVPD.

Its energy relative to the best compared isomer or geometry (same formula, charge and spin) is 3.197 eV. The calculation puts the gap between HOMO and LUMO at 9.6 eV. For the HOMO energy, the calculation gives -9.19 eV.

ORCA input file:
```
! RIJCOSX wB97M-V def2-TZVPD def2/J DEFGRID3
* xyz 0 1
C -1.64 0.74 0.02
C -1.25 0.79 -1.35
C -2.33 -0.44 0.60
O 0.03 0.56 1.10
H 0.08 1.34 1.66
H -1.88 1.70 0.48
H -3.39 -0.37 0.31
H -1.38 -0.14 -1.91
H -0.04 1.00 -1.28
H -1.59 1.68 -1.89
H -2.27 -0.45 1.69
H -1.93 -1.37 0.21
C 1.36 -1.69 -0.67
C 1.55 0.73 0.26
C 1.95 -0.77 0.35
O 2.30 1.47 1.14
O 1.33 1.24 -0.88
O 2.73 -1.12 1.21
H 2.76 0.84 1.72
H 0.27 -1.70 -0.57
H 1.59 -1.32 -1.67
H 1.76 -2.70 -0.54
*
```


No. 5
Here is C5H12OSi2 in the gas phase from the OMol25 dataset. Energies are from wB97M-V/def2-TZVPD.

Its energy relative to the best compared isomer or geometry (same formula, charge and spin) is 2.989 eV. The calculation puts the gap between HOMO and LUMO at 7.7 eV. For the HOMO energy, the calculation gives -8.41 eV.

ORCA input file:
```
! RIJCOSX wB97M-V def2-TZVPD def2/J DEFGRID3
* xyz 0 1
C 1.76 2.24 1.81
C -1.59 -1.59 0.53
C 1.68 1.66 0.53
C -0.13 -1.05 0.36
C -1.28 1.55 -0.99
O 1.43 -0.94 -2.19
Si 0.79 -2.05 -1.39
Si 0.12 0.71 -0.03
H 2.75 2.62 2.13
H 0.97 2.44 2.40
H -2.15 -0.81 1.00
H -2.01 -1.85 -0.40
H 2.53 1.75 -0.05
H 0.43 -1.41 1.27
H -1.87 0.71 -1.39
H -2.08 2.01 -0.24
H -1.08 2.30 -1.74
H -0.37 -2.72 -1.87
H 1.65 -3.12 -0.91
H -1.55 -2.47 1.16
*
```


No. 6
Here is a molecular structure, C30H21BrN3O5OsPSSe from the OMol25 dataset. Energies are from wB97M-V/def2-TZVPD.

The calculation puts the gap between HOMO and LUMO (alpha / beta) at 7.1 / 6.7 eV. For the HOMO energy (alpha / beta), the calculation gives -7.32 / -7.92 eV.

ORCA input file:
```
! RIJCOSX wB97M-V def2-TZVPD def2/J DEFGRID3
* xyz 0 5
Os 0.28 0.10 -0.12
O 4.25 -0.08 -0.29
C 3.28 0.61 -0.43
O 2.11 0.09 -0.83
C 3.36 2.09 -0.15
C 4.65 2.61 -0.02
C 4.86 3.96 0.18
C 3.77 4.82 0.25
C 2.49 4.32 0.13
C 2.27 2.96 -0.06
P 0.53 2.42 -0.17
C -0.04 3.26 -1.69
C 0.11 2.54 -2.88
C -0.23 3.13 -4.09
C -0.74 4.42 -4.11
C -0.89 5.13 -2.93
C -0.54 4.55 -1.72
C -0.29 3.27 1.21
C -1.66 3.50 1.13
C -2.34 4.03 2.21
C -1.66 4.33 3.38
C -0.29 4.09 3.47
C 0.40 3.56 2.39
H 5.48 1.92 -0.09
H 5.86 4.34 0.28
H 3.92 5.89 0.40
H 1.64 5.00 0.19
H 0.48 1.52 -2.85
H -0.12 2.57 -5.01
H -1.02 4.88 -5.05
H -1.29 6.14 -2.95
H -0.67 5.11 -0.80
H -2.20 3.24 0.23
H -3.41 4.19 2.15
H -2.19 4.75 4.23
H 0.24 4.31 4.39
H 1.46 3.37 2.46
Br 2.74 0.04 2.85
C 0.93 0.19 3.38
C 0.60 0.27 4.72
C -0.74 0.45 5.03
C -1.68 0.55 4.01
C -1.24 0.43 2.71
N 0.05 0.26 2.40
C -2.19 0.50 1.54
O -3.35 0.78 1.71
O -1.65 0.21 0.38
H 1.36 0.20 5.48
H -1.04 0.53 6.07
H -2.73 0.70 4.20
O -0.81 -1.07 -2.17
S -0.51 -2.40 -1.53
N 0.37 -2.02 -0.19
Se 2.11 -2.73 -0.04
C 1.64 -4.60 0.04
C 1.44 -5.32 -1.13
C 1.13 -6.67 -1.02
N 1.03 -7.32 0.14
C 1.23 -6.62 1.25
C 1.54 -5.26 1.25
H 1.52 -4.85 -2.10
H 0.96 -7.26 -1.92
H 1.15 -7.16 2.18
H 1.69 -4.73 2.19
*
```


No. 7
Here is 12 unconnected molecules or ions with the total composition BF4H22O11 from the OMol25 dataset. Energies are from wB97M-V/def2-TZVPD.

Its energy relative to the best compared isomer or geometry (same formula, charge and spin) is 0.559 eV. The calculation puts the gap between HOMO and LUMO at 10.0 eV. For the HOMO energy, the calculation gives -7.38 eV.

ORCA input file:
```
! RIJCOSX wB97M-V def2-TZVPD def2/J DEFGRID3
* xyz -1 1
B 0.28 1.12 0.00
F 1.59 1.54 0.05
F -0.68 1.91 -0.69
F 0.21 -0.21 -0.49
F -0.22 1.06 1.32
O -0.59 -2.41 -1.64
H -1.04 -2.48 -2.46
H -0.72 -1.53 -1.32
O 3.30 -0.57 1.05
H 3.76 -0.75 0.25
H 3.08 0.34 0.98
O 2.30 -2.23 -1.61
H 2.38 -2.72 -0.81
H 1.39 -1.91 -1.63
O 0.94 -2.05 1.97
H 0.82 -1.51 2.74
H 1.69 -1.61 1.57
O 0.56 -0.33 3.95
H -0.26 -0.86 3.99
H 0.36 0.31 3.24
O -3.06 0.89 0.28
H -2.30 1.40 0.10
H -3.79 1.48 0.42
O 2.46 1.32 -2.41
H 3.10 0.66 -2.18
H 2.21 1.69 -1.60
O -1.91 -1.62 1.15
H -0.94 -1.45 1.12
H -2.38 -0.81 1.02
O 0.04 0.42 -3.38
H -0.78 0.27 -2.79
H 0.78 0.60 -2.78
O -1.63 2.64 -3.33
H -1.40 2.84 -2.41
H -1.02 1.92 -3.37
O -2.96 0.80 3.61
H -3.40 0.64 2.82
H -2.17 1.19 3.25
*
```


No. 8
Here is C6H10O2 in the gas phase from the OMol25 dataset. Energies are from wB97M-V/def2-TZVPD.

Its energy relative to the best compared isomer or geometry (same formula, charge and spin) is 1.740 eV. The calculation puts the gap between HOMO and LUMO at 10.2 eV. Its SMILES is C=CCCCC(=O)O. For the HOMO energy, the calculation gives -9.41 eV.

ORCA input file:
```
! RIJCOSX wB97M-V def2-TZVPD def2/J DEFGRID3
* xyz 0 1
C -3.43 0.44 0.53
C -2.17 0.47 0.06
C -1.12 1.24 0.80
C 0.13 0.44 1.15
C 1.31 0.42 0.23
C 1.46 -0.76 -0.62
O 0.91 -1.86 -0.81
O 2.63 -0.55 -1.31
H -4.24 -0.24 0.31
H -3.73 1.19 1.27
H -1.87 0.00 -0.93
H -1.49 1.75 1.63
H -0.75 2.09 0.13
H -0.08 -0.62 1.46
H 0.43 0.75 2.12
H 2.25 0.48 0.70
H 1.18 1.30 -0.43
H 2.93 -0.84 -2.12
*
```